Record 1
DFT (wB97M-V/def2-TZVPD) results for C4H4O3 as an isolated structure.

The geometry in XYZ format:
```
11
Properties=species:S:1:pos:R:3:mulliken_charge:R:1
C 0.442 -0.663 -1.712 -0.247
C -0.416 0.199 -1.001 0.728
C 0.703 -1.573 -2.596 0.753
C -0.395 0.580 0.489 -1.050
O 1.051 -2.428 -3.272 -0.317
O -1.341 0.759 -1.598 -0.562
O 1.765 -1.718 -0.967 -0.546
H -0.667 -0.140 1.249 0.315
H -0.936 1.545 0.559 0.307
H 0.703 0.773 0.797 0.319
H 1.569 -1.551 -0.030 0.301
```

Output
* HOMO: -9.96 eV
* HOMO-LUMO gap: 9.26 eV

=====

Record 2
DFT (wB97M-V/def2-TZVPD) results for C22H23N3O2 in the gas phase.

The geometry in XYZ format:
```
50
Properties=species:S:1:pos:R:3:mulliken_charge:R:1
C -3.969 -3.942 0.560 -0.968
O -3.324 -2.767 0.135 -0.369
C -3.944 -1.571 0.320 0.711
C -5.156 -1.410 0.978 -0.561
C -5.704 -0.148 1.134 -0.654
C -5.055 0.965 0.631 -0.904
C -3.846 0.815 -0.022 -0.215
C -3.264 -0.440 -0.183 0.478
C -2.016 -0.640 -0.895 -0.718
C -0.966 0.196 -0.967 0.278
C 0.190 -0.238 -1.805 -0.003
O 0.138 -1.187 -2.564 -0.722
N 1.317 0.503 -1.646 0.073
C 2.551 0.180 -2.317 -1.142
C 3.541 -0.550 -1.404 -0.213
C 3.990 0.322 -0.226 -0.901
N 4.977 -0.348 0.575 0.264
C 4.738 -1.284 1.542 -0.245
C 5.963 -1.689 1.987 -0.488
N 6.942 -1.029 1.314 -0.656
C 6.324 -0.244 0.479 0.000
C -0.865 1.464 -0.221 -0.228
C -0.930 1.462 1.171 0.132
C -0.819 2.644 1.878 -0.948
C -0.642 3.844 1.209 -0.362
C -0.577 3.857 -0.175 -0.856
C -0.682 2.675 -0.887 0.199
H -4.940 -4.069 0.069 0.384
H -4.106 -3.957 1.646 0.363
H -3.310 -4.758 0.270 0.248
H -5.685 -2.263 1.372 0.397
H -6.648 -0.041 1.648 0.384
H -5.490 1.946 0.741 0.404
H -3.352 1.678 -0.439 0.491
H -1.924 -1.582 -1.423 0.567
H 1.316 1.257 -0.978 0.273
H 2.287 -0.472 -3.154 0.450
H 3.003 1.099 -2.703 0.413
H 4.416 -0.839 -1.989 0.330
H 3.071 -1.459 -1.025 0.312
H 4.425 1.254 -0.599 0.305
H 3.133 0.565 0.411 0.296
H 3.745 -1.567 1.826 0.385
H 6.203 -2.406 2.746 0.398
H 6.807 0.424 -0.207 0.346
H -1.072 0.525 1.689 0.504
H -0.870 2.631 2.957 0.419
H -0.558 4.767 1.763 0.407
H -0.444 4.791 -0.702 0.427
H -0.641 2.685 -1.967 0.515
```

Output
* HOMO: -8.34 eV
* HOMO-LUMO gap: 8.55 eV

=====

Record 3
DFT (wB97M-V/def2-TZVPD) results for C19H25N6OPdSe as an isolated structure.

The geometry in XYZ format:
```
53
Properties=species:S:1:pos:R:3:mulliken_charge:R:1
Pd 0.350 -1.241 -0.266 0.731
Se 4.975 -5.681 4.150 0.640
N 5.235 -4.787 2.628 -0.749
C 4.117 -4.193 2.344 0.967
C 3.911 -3.360 1.177 0.686
C 4.917 -3.126 0.235 -0.490
C 4.631 -2.320 -0.848 -0.788
C 3.360 -1.777 -0.954 -0.117
N 2.390 -1.999 -0.055 -0.484
C 2.654 -2.779 0.996 0.460
C 1.546 -3.007 1.954 -0.471
N 0.383 -2.423 1.670 -0.563
C -0.657 -2.612 2.491 -0.374
C -0.581 -3.388 3.639 -0.897
C 0.618 -3.997 3.948 -0.582
C 1.706 -3.806 3.090 0.817
C 2.995 -4.417 3.318 1.017
N 3.277 -5.179 4.333 -0.747
H 5.895 -3.574 0.364 0.565
H 5.372 -2.110 -1.606 0.453
H 3.103 -1.141 -1.791 0.458
H -1.580 -2.121 2.212 0.575
H -1.452 -3.507 4.268 0.458
H 0.727 -4.614 4.831 0.561
C -0.771 5.687 -0.061 -1.457
C -1.580 5.276 -1.293 1.435
C -2.832 6.135 -1.447 -1.609
C -0.730 5.298 -2.556 -1.897
N -2.080 3.891 -1.055 0.143
N -1.438 2.802 -1.419 -0.237
H -0.450 6.722 -0.182 0.402
H 0.117 5.065 0.057 0.371
H -1.372 5.628 0.847 0.395
H -2.532 7.170 -1.602 0.415
H -3.448 6.105 -0.546 0.448
H -3.430 5.822 -2.303 0.428
H -0.449 6.331 -2.754 0.437
H -1.281 4.937 -3.426 0.467
H 0.208 4.747 -2.445 0.474
H -2.925 3.757 -0.511 0.328
H -0.738 2.936 -2.137 0.254
H -1.892 1.899 -1.353 0.100
C -2.863 -2.167 -0.794 -1.360
C -2.176 -1.202 -1.743 1.034
C -3.135 -0.231 -2.406 -1.598
O -1.171 -0.450 -1.055 -0.558
H -3.570 -2.793 -1.339 0.420
H -3.417 -1.622 -0.028 0.313
H -2.139 -2.832 -0.317 0.311
H -1.642 -1.767 -2.522 0.230
H -3.699 0.325 -1.653 0.353
H -3.855 -0.771 -3.020 0.417
H -2.604 0.459 -3.065 0.417
```

Output
* charge: +3
* HOMO (spin up / spin down): -17.19 / -18.17 eV
* multiplicity: 5
* HOMO-LUMO gap (spin up / spin down): 7.45 / 5.43 eV

=====

Record 4
DFT (wB97M-V/def2-TZVPD) results for a 3-piece molecular cluster, C30H66O10P3 overall.

The geometry in XYZ format:
```
109
Properties=species:S:1:pos:R:3:mulliken_charge:R:1
C 6.690 1.124 4.550 -0.208
C 7.255 0.419 3.741 -0.586
P 7.939 -0.707 2.383 -0.210
O 9.011 0.524 1.753 -0.511
C 8.824 0.539 0.372 -0.588
C 7.316 0.288 0.089 0.065
C 7.019 -0.825 -0.935 -1.087
C 5.521 -1.159 -0.961 -0.070
C 5.219 -2.458 -0.201 -0.893
C 3.742 -2.841 -0.358 -0.613
C 2.827 -1.851 0.409 0.816
C 1.913 -2.575 1.408 -0.745
C 1.661 -1.800 2.707 -1.178
C 1.339 -0.307 2.532 -0.865
C 0.358 0.042 1.405 -0.265
C -1.117 0.137 1.820 -0.437
C -1.820 1.225 0.978 -0.813
C -3.352 1.054 0.875 -0.387
C -3.836 0.702 -0.537 -0.617
C -3.851 -0.817 -0.798 -1.014
O 6.723 -0.071 1.312 -0.542
H 6.148 1.612 5.320 0.370
H 8.951 -1.163 3.297 0.111
H 7.048 -1.763 2.791 0.069
H 8.488 -1.607 1.377 0.134
H 9.094 1.509 -0.059 0.342
H 9.426 -0.217 -0.154 0.316
H 6.819 1.174 -0.333 0.357
H 7.570 -1.702 -0.587 0.364
H 7.420 -0.583 -1.925 0.317
H 4.977 -0.340 -0.483 0.226
H 5.147 -1.230 -1.988 0.348
H 5.439 -2.290 0.854 -0.016
H 5.882 -3.214 -0.627 0.606
H 3.612 -3.858 0.022 0.520
H 3.519 -2.856 -1.429 -0.039
H 2.213 -1.364 -0.349 -0.528
H 3.451 -1.088 0.874 0.057
H 0.933 -2.748 0.943 0.224
H 2.294 -3.572 1.629 0.571
H 0.923 -2.314 3.329 0.438
H 2.594 -1.853 3.279 0.378
H 0.878 0.024 3.468 0.460
H 2.258 0.270 2.449 0.426
H 0.636 1.035 1.037 0.441
H 0.428 -0.623 0.546 -0.075
H -1.663 -0.784 1.605 0.266
H -1.233 0.430 2.865 0.275
H -1.400 1.165 -0.032 0.340
H -1.556 2.218 1.347 0.369
H -3.614 0.222 1.537 0.425
H -3.862 1.932 1.274 0.170
H -4.811 1.134 -0.762 0.351
H -3.120 1.118 -1.251 0.340
H -4.208 -1.331 0.094 0.339
H -4.551 -1.039 -1.606 0.375
H -2.871 -1.178 -1.103 0.110
O -6.546 3.130 3.091 -0.788
P -7.393 3.201 4.309 1.106
O -8.081 4.684 4.240 -0.388
C -8.700 5.153 3.045 -0.302
C -10.100 4.611 2.835 -0.909
O -6.189 3.466 5.392 -0.375
C -4.814 3.447 5.016 -0.219
C -4.353 4.776 4.447 -1.041
O -8.211 2.649 5.578 -0.348
C -9.614 2.776 5.799 -0.210
C -10.448 1.792 4.992 -1.054
H -8.075 4.920 2.179 0.286
H -8.736 6.239 3.131 0.330
H -10.089 3.521 2.768 0.149
H -10.524 5.004 1.911 0.422
H -10.760 4.894 3.657 0.245
H -4.620 2.634 4.318 0.258
H -4.251 3.220 5.922 0.332
H -5.067 5.180 3.731 0.259
H -3.389 4.664 3.948 0.342
H -4.245 5.516 5.242 0.320
H -9.927 3.810 5.661 0.278
H -9.748 2.564 6.860 0.347
H -10.035 1.636 3.994 0.307
H -11.479 2.137 4.913 0.318
H -10.464 0.818 5.481 0.336
O 3.037 -2.397 -4.757 -0.648
P 1.930 -2.736 -5.659 0.919
O 1.632 -1.488 -6.646 -0.317
C 2.694 -0.668 -7.138 -0.259
C 3.440 -1.270 -8.311 -0.941
O 0.592 -2.759 -4.770 -0.390
C 0.637 -2.405 -3.385 -0.135
C 0.567 -0.906 -3.171 -0.745
O 1.438 -3.975 -6.518 -0.340
C 1.750 -4.231 -7.885 -0.226
C 3.146 -4.803 -8.086 -1.044
H 3.393 -0.435 -6.332 0.279
H 2.229 0.270 -7.442 0.352
H 3.896 -2.221 -8.036 0.141
H 4.231 -0.596 -8.640 0.422
H 2.771 -1.444 -9.156 0.250
H 1.526 -2.824 -2.914 0.100
H -0.220 -2.887 -2.913 0.373
H 1.218 -0.356 -3.849 0.220
H 0.852 -0.655 -2.148 0.095
H -0.447 -0.539 -3.345 0.287
H 1.563 -3.344 -8.490 0.271
H 1.017 -4.970 -8.209 0.329
H 3.868 -4.357 -7.401 0.322
H 3.475 -4.656 -9.115 0.327
H 3.147 -5.875 -7.888 0.327
```

Output
* charge: -1
* HOMO: -4.56 eV
* HOMO-LUMO gap: 5.71 eV

=====

Record 5
DFT (wB97M-V/def2-TZVPD) results for C4H4O3 in the gas phase.

The geometry in XYZ format:
```
11
Properties=species:S:1:pos:R:3:mulliken_charge:R:1
C -0.390 1.180 0.884 -1.038
C 0.749 0.325 0.421 0.656
O 1.737 0.052 1.041 -0.512
C 0.440 -0.244 -0.973 0.402
O 0.675 0.305 -2.013 -0.487
C -0.248 -1.587 -0.822 0.110
O -1.299 -1.756 -0.274 -0.410
H -0.547 1.994 0.178 0.357
H -1.296 0.575 0.905 0.329
H -0.182 1.576 1.875 0.287
H 0.361 -2.420 -1.221 0.306
```

Output
* HOMO: -9.61 eV
* HOMO-LUMO gap: 9.16 eV

=====

Record 6
DFT (wB97M-V/def2-TZVPD) results for C16H21F6N5O5S4Y as an isolated structure.

The geometry in XYZ format:
```
58
Properties=species:S:1:pos:R:3:mulliken_charge:R:1
Y 0.281 0.336 0.169 1.581
C -4.164 -2.357 -3.324 -0.938
C -4.438 -1.893 -1.901 -0.523
N -3.455 -2.394 -0.951 -0.189
C -2.297 -1.818 -0.610 0.510
S -1.960 -0.207 -1.197 -0.500
N -1.491 -2.565 0.122 -1.032
N -0.383 -1.938 0.574 0.816
C 0.487 -2.681 1.182 0.488
C 0.299 -4.156 1.316 -1.639
C 1.640 -2.001 1.807 0.801
C 2.789 -2.692 2.168 -0.863
C 3.820 -2.014 2.796 -0.490
C 3.682 -0.662 3.063 -0.877
C 2.527 -0.031 2.643 -0.023
N 1.531 -0.673 2.029 -0.317
H -4.937 -1.985 -3.997 0.375
H -3.199 -1.983 -3.668 0.220
H -4.156 -3.445 -3.385 0.318
H -4.436 -0.807 -1.846 0.255
H -5.418 -2.233 -1.564 0.374
H -3.540 -3.355 -0.652 0.268
H -0.735 -4.355 1.594 0.392
H 0.454 -4.648 0.353 0.303
H 0.962 -4.593 2.056 0.517
H 2.886 -3.744 1.948 0.399
H 4.723 -2.540 3.077 0.466
H 4.456 -0.101 3.566 0.438
H 2.389 1.032 2.798 0.491
F 2.723 -0.978 -4.078 -0.204
C 2.313 -0.996 -2.829 0.673
F 2.484 -2.206 -2.302 -0.213
F 1.006 -0.688 -2.777 -0.205
S 3.238 0.228 -1.804 1.024
O 2.558 0.134 -0.496 -0.553
O 4.601 -0.147 -1.835 -0.601
N 2.940 1.598 -2.502 -0.579
S 1.863 2.604 -1.976 1.170
O 1.692 3.696 -2.858 -0.591
O 0.639 1.947 -1.495 -0.623
C 2.580 3.321 -0.392 0.665
F 2.335 4.614 -0.337 -0.217
F 3.878 3.097 -0.312 -0.221
F 1.986 2.745 0.690 -0.146
O -0.771 2.016 1.225 -0.825
S -1.217 3.439 0.839 0.590
C -2.972 3.258 0.443 -0.503
C -3.709 3.268 1.774 -0.503
C -3.069 4.400 2.572 -0.633
C -1.556 4.212 2.455 -0.675
H -3.062 2.346 -0.148 0.078
H -3.235 4.117 -0.178 0.446
H -3.577 2.311 2.282 0.234
H -4.776 3.425 1.625 0.405
H -3.369 4.394 3.619 0.342
H -3.362 5.364 2.152 0.303
H -1.178 3.476 3.165 0.273
H -0.977 5.128 2.540 0.470
```

Output
* charge: +1
* HOMO: -10.80 eV
* HOMO-LUMO gap: 7.41 eV

=====

Record 7
DFT (wB97M-V/def2-TZVPD) results for C3H5NO2 in the gas phase.

The geometry in XYZ format:
```
11
Properties=species:S:1:pos:R:3:mulliken_charge:R:1
C -1.925 0.229 -0.279 -0.989
C -0.771 -0.727 -0.138 0.758
O -0.816 -1.911 -0.288 -0.450
O 0.371 -0.016 0.186 -0.161
C 1.511 -0.750 0.432 -0.403
N 2.457 0.156 0.628 -0.117
H -2.114 0.725 0.679 0.281
H -1.683 1.006 -1.010 0.293
H -2.811 -0.321 -0.593 0.310
H 3.392 -0.165 0.821 0.267
H 2.300 1.161 0.575 0.211
```

Output
* HOMO: -9.13 eV
* HOMO-LUMO gap: 10.02 eV

=====

Record 8
DFT (wB97M-V/def2-TZVPD) results for C7H28KO7 as an isolated structure.

The geometry in XYZ format:
```
43
Properties=species:S:1:pos:R:3:mulliken_charge:R:1
K -0.129 -0.214 0.024 0.858
C 0.485 1.233 3.472 -0.786
O -0.124 1.325 2.238 -0.294
H -0.018 0.516 4.192 0.274
H 0.425 2.209 3.927 0.339
H 1.505 0.832 3.408 0.267
H -0.934 1.829 2.346 0.162
C -1.101 2.338 -3.103 -0.733
O -0.369 1.495 -2.234 -0.354
H -1.537 1.656 -3.836 0.298
H -0.457 3.075 -3.587 0.262
H -1.992 2.817 -2.667 0.228
H -0.615 0.569 -2.372 0.266
C 0.813 -1.559 -2.655 -0.262
O -0.493 -1.154 -2.561 -0.444
H 1.424 -0.830 -3.244 0.216
H 0.888 -2.589 -3.031 0.423
H 1.308 -1.492 -1.700 -0.130
H -1.095 -1.716 -3.077 0.271
C 1.972 -1.539 2.176 -0.510
O 1.790 -1.909 0.844 -0.344
H 2.768 -0.694 2.249 0.262
H 2.254 -2.379 2.770 0.393
H 0.962 -1.249 2.548 0.024
H 2.631 -1.908 0.421 0.229
C -1.210 -3.051 0.659 -0.626
O -1.425 -2.014 1.608 -0.412
H -1.399 -3.971 1.086 0.389
H -0.176 -3.052 0.255 0.145
H -1.822 -3.063 -0.234 0.282
H -2.337 -1.860 1.839 0.215
C 2.236 1.600 -0.106 -0.523
O 2.506 0.355 -0.741 -0.304
H 1.810 1.361 0.822 0.043
H 1.522 2.203 -0.642 0.156
H 3.122 2.195 -0.088 0.491
H 3.436 0.328 -0.929 0.259
C -2.582 1.704 0.059 -0.790
O -2.658 0.396 -0.452 -0.391
H -1.600 2.069 -0.056 0.225
H -3.013 1.739 1.049 0.367
H -3.231 2.312 -0.529 0.318
H -3.539 0.088 -0.146 0.242
```

Output
* charge: +1
* HOMO: -13.05 eV
* HOMO-LUMO gap: 10.54 eV

=====

no.,calculated total energy (Ha),maximum force (hartree/bohr)
1,-380.39290,0.075
2,-1166.88722,0.014
3,-3671.01270,0.006
4,-2959.15552,0.149
5,-380.49035,0.021
6,-3502.50971,0.010
7,-322.50801,0.012
8,-1409.82706,0.053